A molecular structure, C25H36F3NP2Pd, computed with ωB97M-V/def2-TZVPD.

## Properties
Relative energy (zero: lowest compared OMol25 entry of this formula, charge and spin), kcal per mole: 13.86
HOMO level (spin up / spin down), Ha: -0.5078 / -0.5553
Spin multiplicity: 5
Charge: +2

Positions of all 68 atoms, in Å:
Pd -0.120 -0.585 0.907
C 4.086 0.903 -1.382
C 2.782 0.099 -1.292
C 1.694 0.732 -2.158
P 2.203 -0.030 0.444
C 3.076 -1.304 1.446
C 2.437 -1.335 2.841
C 4.601 -1.224 1.530
C 2.282 1.581 1.250
C 3.437 2.138 1.776
C 3.379 3.341 2.471
C 2.159 3.982 2.652
C 1.002 3.467 2.097
C 1.052 2.277 1.352
N -0.051 1.708 0.750
C -1.061 2.440 0.217
C -0.928 3.803 -0.141
C -2.013 4.512 -0.606
C -3.254 3.896 -0.733
C -3.389 2.535 -0.461
C -2.305 1.791 -0.032
P -2.380 -0.004 0.176
C -3.034 -0.765 -1.377
C -2.110 -0.388 -2.534
C -4.495 -0.470 -1.732
C -3.384 -0.421 1.675
C -4.703 0.336 1.825
C -2.492 -0.194 2.904
H 4.436 0.902 -2.415
H 4.882 0.493 -0.762
H 3.919 1.941 -1.088
H 2.955 -0.935 -1.603
H 1.460 1.746 -1.821
H 0.778 0.143 -2.146
H 2.048 0.799 -3.187
H 2.822 -2.225 0.918
H 2.692 -0.442 3.415
H 2.820 -2.200 3.385
H 1.345 -1.421 2.839
H 4.932 -0.344 2.080
H 5.071 -1.232 0.549
H 4.958 -2.100 2.073
H 4.390 1.643 1.650
H 4.281 3.766 2.892
H 2.109 4.893 3.234
H 0.054 3.959 2.265
H 0.039 4.284 -0.079
H -1.895 5.552 -0.878
H -4.109 4.462 -1.079
H -4.353 2.068 -0.599
H -2.949 -1.840 -1.184
H -2.177 0.678 -2.761
H -2.406 -0.941 -3.425
H -1.075 -0.635 -2.317
H -4.630 0.559 -2.063
H -5.185 -0.682 -0.922
H -4.768 -1.114 -2.568
H -3.583 -1.492 1.578
H -4.542 1.415 1.851
H -5.154 0.052 2.778
H -5.417 0.099 1.043
H -2.203 0.856 2.994
H -1.583 -0.803 2.871
H -3.029 -0.472 3.811
F -0.798 -3.004 -1.334
C 0.073 -2.595 -0.447
F -0.206 -3.147 0.750
F 1.301 -2.902 -0.820

Forces on the atoms, in the same order (eV/Å):
Pd -0.3 0.6 0.3
C 0.0 0.0 0.0
C 0.2 0.1 0.2
C 0.0 0.0 0.0
P 0.0 -0.1 -0.2
C -0.1 0.1 0.0
C 0.2 0.0 0.1
C 0.0 0.1 0.0
C -0.2 -0.1 -0.1
C 0.0 0.0 0.0
C 0.0 0.0 0.0
C 0.0 0.0 0.0
C 0.0 0.0 -0.1
C 0.3 0.1 0.1
N 0.0 -0.2 0.1
C -0.2 0.1 -0.1
C 0.1 -0.1 0.0
C 0.0 0.0 0.0
C 0.0 0.0 0.0
C 0.0 0.0 0.0
C 0.1 -0.1 0.0
P -0.2 -0.1 -0.2
C 0.0 0.0 0.1
C 0.0 0.0 0.0
C 0.1 0.0 0.0
C 0.2 0.0 0.0
C 0.1 0.1 0.0
C -0.1 0.1 -0.1
H 0.0 0.0 0.0
H 0.0 0.0 0.0
H 0.0 0.0 0.0
H 0.0 0.0 0.0
H 0.0 0.0 0.0
H 0.0 0.0 0.0
H 0.0 0.0 0.0
H 0.0 -0.1 0.0
H 0.0 0.0 0.0
H 0.0 0.0 0.0
H -0.1 0.0 -0.1
H 0.0 0.0 0.0
H 0.0 0.0 0.0
H 0.0 0.0 0.0
H 0.0 0.0 0.0
H 0.0 0.0 0.0
H 0.0 0.0 0.0
H 0.0 0.0 0.0
H 0.0 0.0 0.0
H 0.0 0.0 0.0
H 0.0 0.0 0.0
H 0.0 0.0 0.0
H 0.1 0.1 0.1
H 0.0 0.0 0.0
H 0.0 0.0 0.0
H 0.1 0.0 0.0
H 0.0 0.0 0.0
H -0.1 0.0 0.1
H 0.0 0.0 0.0
H 0.0 0.0 -0.1
H 0.0 0.0 0.0
H 0.0 0.0 0.0
H 0.0 0.0 -0.1
H 0.0 0.0 0.0
H 0.1 -0.1 0.1
H 0.0 0.0 0.0
F -0.1 0.0 -0.1
C 0.0 -0.2 -0.2
F 0.1 0.0 0.1
F 0.0 0.0 0.0

=====

A molecular structure, C25H36FN7O4ReS, computed with ωB97M-V/def2-TZVPD.

## Properties
Relative energy (zero: lowest compared OMol25 entry of this formula, charge and spin), kcal per mole: 0.00
HOMO level (spin up / spin down), Ha: -0.6650 / -0.6650
Spin multiplicity: 2
Charge: +4

Positions of all 75 atoms, in Å:
Re 0.230 1.056 -0.440
F 6.322 -1.115 -2.235
C 5.944 -0.790 -0.998
C 4.667 -0.367 -0.814
C 4.245 0.072 0.456
C 2.940 0.565 0.698
O 2.062 0.558 -0.320
C 2.600 1.018 1.960
C 3.554 0.939 2.972
N 4.771 0.467 2.780
C 5.722 0.464 3.901
C 6.115 -0.846 4.520
C 5.239 0.109 5.271
C 5.178 0.042 1.517
C 6.480 -0.417 1.304
C 6.906 -0.849 0.054
N 8.202 -1.304 -0.136
C 9.326 -0.530 0.391
C 10.473 -1.429 0.816
N 10.890 -2.293 -0.342
C 9.720 -3.074 -0.878
C 8.595 -2.133 -1.276
C 1.293 1.627 2.320
O 0.981 1.887 3.441
O 0.466 1.923 1.290
H 4.004 -0.328 -1.666
H 3.307 1.286 3.967
H 6.461 1.248 3.792
H 7.144 -0.963 4.828
H 5.642 -1.741 4.137
H 5.657 0.673 6.093
H 4.206 -0.181 5.405
H 7.155 -0.477 2.143
H 9.024 0.060 1.251
H 9.676 0.178 -0.373
H 10.181 -2.105 1.618
H 11.335 -0.844 1.131
H 11.632 -2.935 -0.050
H 11.293 -1.714 -1.085
H 9.411 -3.754 -0.085
H 10.062 -3.651 -1.735
H 7.768 -2.757 -1.598
H 8.901 -1.520 -2.132
C -2.731 -0.617 1.387
N -2.912 -1.290 0.091
C -3.712 -2.530 0.078
C -2.293 -0.839 -0.977
O -1.243 -0.018 -0.759
N -2.608 -1.085 -2.230
C -3.993 -1.380 -2.650
C -1.643 -0.906 -3.322
H -3.479 -1.005 2.072
H -2.883 0.456 1.287
H -1.744 -0.823 1.801
H -3.467 -3.084 0.981
H -3.444 -3.134 -0.783
H -4.779 -2.317 0.072
H -4.692 -1.061 -1.882
H -4.127 -2.436 -2.874
H -4.184 -0.802 -3.552
H -0.627 -1.059 -2.969
H -1.750 0.080 -3.774
H -1.851 -1.661 -4.078
S -0.075 3.009 -1.440
C -0.689 4.317 -0.385
N -1.015 5.455 -0.954
C -1.536 6.425 0.035
C -1.397 5.643 1.362
N -0.895 4.324 0.909
H -0.956 5.637 -1.945
H -2.568 6.673 -0.201
H -0.938 7.333 0.015
H -2.346 5.522 1.878
H -0.678 6.095 2.042
H -0.610 3.565 1.514

Forces on the atoms, in the same order (eV/Å):
Re -0.1 0.1 0.3
F 0.0 0.0 0.0
C 0.0 0.0 0.0
C 0.0 0.0 0.0
C 0.0 0.0 0.0
C 0.0 0.0 0.1
O 0.0 0.0 -0.1
C 0.0 0.1 0.0
C 0.0 0.0 0.0
N 0.0 0.0 0.0
C 0.0 0.0 0.0
C 0.0 0.0 0.0
C 0.0 0.0 0.0
C 0.0 0.0 0.0
C 0.0 0.0 0.0
C 0.0 0.0 0.0
N 0.0 0.0 0.0
C 0.0 0.0 0.0
C 0.0 0.0 0.0
N 0.0 0.0 0.0
C 0.0 0.0 0.0
C 0.0 0.0 0.0
C -0.1 -0.4 0.1
O 0.1 0.1 0.0
O 0.0 0.0 -0.1
H 0.0 0.0 0.0
H 0.0 0.0 0.0
H 0.0 0.0 0.0
H 0.0 0.0 0.0
H 0.0 0.0 0.0
H 0.0 0.0 0.0
H 0.0 0.0 0.0
H 0.0 0.0 0.0
H 0.0 0.0 0.0
H 0.0 0.0 0.0
H 0.0 0.0 0.0
H 0.0 0.0 0.0
H 0.0 0.0 0.0
H 0.0 0.0 0.0
H 0.0 0.0 0.0
H 0.0 0.0 0.0
H 0.0 0.0 0.0
H 0.0 0.0 0.0
C 0.0 0.0 0.0
N 0.0 0.0 0.0
C 0.0 0.0 0.0
C -0.1 0.1 0.1
O 0.2 -0.1 -0.3
N 0.0 0.0 0.0
C 0.0 0.0 0.0
C 0.0 0.0 0.0
H 0.0 0.0 0.0
H 0.0 0.0 0.0
H 0.0 0.0 0.0
H 0.0 0.0 0.0
H 0.0 0.0 0.0
H 0.0 0.0 0.0
H 0.0 0.0 0.0
H 0.0 0.0 0.0
H 0.0 0.0 0.0
H 0.0 0.0 0.0
H 0.0 0.0 0.0
H 0.0 0.0 0.0
S 0.0 0.0 -0.1
C 0.0 0.0 0.0
N 0.0 0.0 0.0
C 0.0 0.0 0.0
C 0.0 0.0 0.0
N 0.0 0.0 0.0
H 0.0 0.0 0.0
H 0.0 0.0 0.0
H 0.0 0.0 0.0
H 0.0 0.0 0.0
H 0.0 0.0 0.0
H 0.0 0.0 0.0

=====

2 unconnected molecules or ions with the total composition C25H36N3, computed with ωB97M-V/def2-TZVPD.

## Properties
Relative energy (zero: lowest compared OMol25 entry of this formula, charge and spin), kcal per mole: 24.48
HOMO level, Ha: -0.3764
Charge: +1

Positions of all 64 atoms, in Å:
C 0.213 0.369 -3.937
N 1.631 0.518 -4.019
C 2.103 1.862 -3.797
C 3.591 2.013 -4.116
C 4.412 0.933 -3.411
C 3.874 -0.462 -3.736
C 2.380 -0.555 -3.422
H -0.070 -0.632 -4.292
H -0.187 0.489 -2.909
H -0.265 1.126 -4.575
H 1.487 2.528 -4.422
H 1.935 2.167 -2.739
H 3.724 1.929 -5.201
H 3.913 3.021 -3.829
H 5.461 1.008 -3.711
H 4.364 1.093 -2.329
H 4.021 -0.674 -4.802
H 4.404 -1.241 -3.176
H 2.251 -0.558 -2.316
H 1.949 -1.496 -3.795
C -0.160 3.446 7.356
N 0.907 3.028 6.466
C 2.134 2.646 7.139
C 0.666 2.719 5.123
C 0.858 3.700 4.114
C 0.555 3.412 2.800
C 0.036 2.141 2.418
C -0.356 1.878 1.074
C -0.693 0.607 0.614
C -1.458 0.366 -0.523
C -1.957 -0.926 -0.878
C -2.949 -1.070 -1.890
C -3.476 -2.306 -2.210
C -3.020 -3.471 -1.540
N -3.522 -4.727 -1.888
C -2.879 -5.571 -2.876
C -4.639 -5.346 -1.202
C -2.035 -3.344 -0.535
C -1.512 -2.106 -0.217
C -0.094 1.149 3.436
C 0.209 1.434 4.753
H -1.080 3.610 6.785
H -0.347 2.686 8.129
H 0.124 4.381 7.858
H 2.847 2.244 6.411
H 2.573 3.528 7.626
H 1.938 1.889 7.912
H 1.247 4.675 4.417
H 0.718 4.165 2.029
H -0.395 2.724 0.385
H -0.336 -0.247 1.195
H -1.791 1.214 -1.129
H -3.311 -0.179 -2.402
H -4.247 -2.419 -2.975
H -2.018 -5.047 -3.308
H -2.536 -6.511 -2.418
H -3.590 -5.819 -3.676
H -5.035 -4.663 -0.442
H -5.433 -5.585 -1.923
H -4.324 -6.282 -0.718
H -1.701 -4.252 -0.026
H -0.742 -2.046 0.550
H -0.456 0.155 3.178
H 0.092 0.682 5.540

Forces on the atoms, in the same order (eV/Å):
C -0.2 0.0 -0.2
N 0.1 -0.1 -0.9
C 0.0 0.1 0.3
C -0.2 0.0 -0.2
C 0.0 0.0 -0.1
C -0.2 0.0 -0.1
C 0.0 -0.1 0.4
H 0.0 0.3 0.1
H 0.1 0.0 0.0
H 0.0 -0.3 0.2
H 0.3 -0.1 0.2
H 0.0 0.0 -0.1
H 0.0 0.0 0.1
H 0.0 -0.2 0.0
H -0.1 0.0 0.1
H 0.0 0.0 0.0
H 0.0 0.1 0.1
H 0.0 0.2 -0.1
H 0.0 0.0 0.0
H 0.2 0.1 0.1
C -0.1 0.0 -0.3
N 0.2 0.4 0.3
C 0.0 -0.1 -0.2
C -0.2 0.0 -0.6
C 0.0 -0.4 0.5
C -0.3 -0.2 -0.3
C 0.5 0.0 0.7
C 0.0 -0.3 0.0
C 0.3 -0.1 -0.3
C 0.1 0.1 0.4
C -0.2 -0.7 -0.2
C 0.3 0.3 0.3
C 0.2 -0.5 0.3
C 0.1 0.6 0.0
N -0.2 -0.3 -0.2
C 0.1 0.2 0.0
C 0.1 0.2 0.1
C -0.1 0.0 -0.2
C -0.1 0.2 0.0
C 0.1 0.1 -0.2
C 0.1 0.2 0.0
H 0.2 0.0 0.2
H -0.1 0.1 -0.1
H -0.2 -0.1 0.0
H -0.1 0.1 0.2
H 0.1 -0.2 -0.1
H 0.1 0.0 -0.1
H -0.1 -0.3 -0.2
H -0.1 -0.1 0.1
H -0.2 -0.1 0.1
H -0.4 0.4 -0.1
H 0.1 -0.2 0.2
H 0.1 -0.2 0.1
H 0.3 0.1 0.2
H -0.2 -0.2 0.0
H 0.0 0.1 -0.1
H 0.2 0.0 0.0
H 0.0 -0.2 -0.1
H 0.0 0.0 0.2
H -0.1 0.1 0.0
H -0.1 0.4 -0.2
H -0.2 0.0 -0.2
H 0.0 0.3 0.1
H 0.0 0.3 -0.4

=====

A molecular structure, C25H36NOPtSi, computed with ωB97M-V/def2-TZVPD.

## Properties
Relative energy (zero: lowest compared OMol25 entry of this formula, charge and spin), kcal per mole: 0.00
HOMO level (spin up / spin down), Ha: -0.3930 / -0.4326
Spin multiplicity: 5
Charge: +1

Positions of all 65 atoms, in Å:
Pt -0.637 0.546 0.134
C -3.253 -2.255 -2.543
Si -2.487 -2.085 -0.852
C -2.193 -3.701 0.016
C -3.492 -0.944 0.214
N -0.872 -1.271 -1.019
C 0.208 -1.721 -1.633
C 0.228 -2.926 -2.409
C 1.369 -3.360 -3.016
C 2.565 -2.634 -2.882
C 2.610 -1.463 -2.136
C 1.462 -1.013 -1.530
O 1.435 0.106 -0.760
C 2.515 1.014 -0.785
C 3.177 1.242 0.402
C 4.201 2.180 0.406
C 4.535 2.853 -0.760
C 3.849 2.598 -1.942
C 2.820 1.670 -1.962
H -4.269 -2.644 -2.434
H -2.717 -2.933 -3.206
H -3.330 -1.288 -3.041
H -3.154 -4.156 0.266
H -1.657 -3.533 0.952
H -1.630 -4.425 -0.574
H -4.502 -1.352 0.303
H -3.594 0.060 -0.209
H -3.077 -0.859 1.221
H -0.687 -3.490 -2.504
H 1.359 -4.269 -3.601
H 3.467 -2.992 -3.358
H 3.534 -0.910 -2.026
H 2.883 0.706 1.295
H 4.737 2.383 1.322
H 5.335 3.581 -0.750
H 4.112 3.127 -2.848
H 2.266 1.455 -2.868
C 0.390 1.095 5.316
C -0.062 -0.233 4.691
C 1.002 -1.312 4.936
C -1.400 -0.668 5.304
C -0.231 -0.041 3.244
C -0.381 0.115 2.048
H 0.521 0.964 6.391
H -0.353 1.876 5.151
H 1.338 1.424 4.889
H 1.134 -1.457 6.009
H 1.960 -1.018 4.508
H 0.701 -2.262 4.495
H -1.281 -0.807 6.380
H -1.739 -1.609 4.872
H -2.168 0.087 5.137
C -2.314 1.870 -2.524
C -0.949 2.478 -2.218
C -0.854 3.897 -2.795
C -0.659 2.534 -0.728
H -2.534 1.918 -3.592
H -3.102 2.411 -1.996
H -2.365 0.821 -2.221
H -0.176 1.869 -2.702
H -1.620 4.537 -2.355
H -1.003 3.882 -3.875
H 0.119 4.345 -2.589
H -1.424 3.061 -0.153
H 0.334 2.927 -0.504

Forces on the atoms, in the same order (eV/Å):
Pt 0.0 0.1 0.1
C 0.0 0.0 0.0
Si 0.0 0.0 -0.1
C 0.0 0.0 0.0
C 0.0 0.0 0.0
N 0.0 0.0 0.0
C 0.0 0.0 0.0
C 0.0 0.0 0.0
C 0.0 0.0 0.0
C 0.0 0.0 0.0
C 0.1 -0.1 -0.1
C 0.0 0.0 0.0
O 0.0 0.0 0.0
C 0.0 0.0 0.0
C 0.0 0.0 0.0
C 0.0 0.0 0.0
C 0.0 0.0 0.0
C 0.0 0.0 0.0
C 0.0 0.1 0.0
H 0.0 0.0 0.0
H 0.0 0.0 0.0
H 0.0 0.0 0.0
H 0.0 0.0 0.0
H 0.0 0.0 0.0
H 0.0 0.0 0.0
H 0.0 0.0 0.0
H 0.0 0.0 0.0
H 0.0 0.0 0.0
H 0.0 0.0 0.0
H 0.0 0.0 0.0
H 0.0 0.0 0.0
H -0.1 -0.1 0.0
H 0.0 0.0 0.0
H 0.0 0.0 0.0
H 0.0 0.0 0.0
H 0.0 0.0 0.0
H 0.0 0.0 0.0
C 0.0 0.0 0.0
C 0.0 0.0 0.0
C 0.0 0.0 0.0
C 0.0 0.0 0.0
C 0.0 0.0 0.0
C 0.0 -0.1 0.0
H 0.0 0.0 0.0
H 0.0 0.0 0.0
H 0.0 0.0 0.0
H 0.0 0.0 0.0
H 0.0 0.0 0.0
H 0.0 0.0 0.0
H 0.0 0.0 0.0
H 0.0 0.0 0.0
H 0.0 0.0 0.0
C 0.0 0.0 0.0
C 0.0 0.0 0.0
C 0.0 0.0 0.0
C -0.1 -0.1 0.0
H 0.0 0.0 0.0
H 0.0 0.0 0.0
H 0.0 0.0 0.0
H 0.0 0.0 0.0
H 0.0 0.0 0.0
H 0.0 0.0 0.0
H 0.0 0.0 0.0
H 0.0 0.0 -0.1
H 0.0 0.0 0.0